1.
# C19H26ClN3O2

A single C19H26ClN3O2 molecule (ωB97M-V with the def2-TZVPD basis set, the OMol25 dataset).

Structure (XYZ):
```
51
Properties=species:S:1:pos:R:3
Cl 4.43928 -3.05703 -0.64131
O -1.40454 1.38160 -1.49179
O 1.07392 3.95075 1.43703
N 0.98123 2.68834 -0.45383
N 2.24851 2.03285 1.38727
N -2.57556 -1.61290 -0.60780
C 2.77199 0.84800 0.87971
C 3.81394 -1.55514 -0.05338
C -1.39400 2.58943 -0.87648
C -2.56029 0.76259 -1.16292
C -3.68380 -2.53650 -0.44931
C 1.39374 2.96082 0.81562
C -0.13820 -1.27653 -0.40010
C 2.91432 -0.24736 1.73382
C -4.48925 -1.35096 1.65159
C -1.27656 -2.25464 -0.67283
C -0.15187 3.40725 -1.01456
C -2.78926 -0.62824 -1.66421
C 3.42970 -1.44218 1.27410
C -3.29856 1.57094 -0.35047
C 3.71332 -0.46947 -0.90789
C -4.28103 -2.46040 2.67525
C -2.53889 2.75170 -0.15808
C -4.86448 -1.87521 0.26565
C 3.20326 0.72792 -0.44220
H 0.79813 -1.81925 -0.29254
H -0.25576 4.34361 -0.46512
H -0.33419 -0.72971 0.51898
H 1.07058 1.73419 -0.77317
H -1.25414 -3.03032 0.09651
H -4.02449 -2.94149 -1.41889
H -5.17005 -3.08368 2.75168
H -1.10827 -2.74482 -1.65038
H -4.25998 1.35463 0.06640
H 3.17548 1.58330 -1.09863
H -2.11588 -0.80792 -2.51428
H -5.28570 -0.69241 2.00570
H -3.33975 -3.37980 0.15113
H -5.23079 -1.04389 -0.33926
H 4.04368 -0.55631 -1.93089
H -3.44024 -3.09174 2.40113
H -4.07703 -2.03488 3.65516
H 0.06024 3.61477 -2.06896
H -3.57623 -0.76198 1.55768
H -3.81770 -0.70273 -2.02741
H 2.37367 2.18757 2.37852
H -2.80618 3.60363 0.43222
H 2.61297 -0.15706 2.76684
H -0.02932 -0.56659 -1.21462
H -5.67238 -2.60541 0.35057
H 3.52924 -2.28549 1.93898
```

The LUMO energy comes out at 0.726 eV. The largest force on an atom comes out at 0.9 eV/A. As for the net charge: 0. Its spin multiplicity is 1. The calculation puts the orbital gap at 9.01 eV. As for the HOMO energy: -0.30425 Eh. The SMILES is CCCCN(CC)Cc1ccc(CNC(=O)Nc2ccc(Cl)cc2)o1. For the relative energy (zero: lowest compared OMol25 entry of this formula, charge and spin), the calculation gives 1.568 eV. As for the calculated total energy: -1514.5564 hartree.

***

2.
# C19H26ClNO4

A single C19H26ClNO4 molecule (ωB97M-V with the def2-TZVPD basis set, the OMol25 dataset).

Structure (XYZ):
```
51
Properties=species:S:1:pos:R:3
Cl 3.29257 -4.20181 -0.77375
O -2.69604 1.07469 1.81502
O 1.71583 2.62404 1.04863
O 2.75931 1.38689 -0.50059
O -4.93213 -2.27202 -0.27502
N -1.97468 1.06313 -0.31102
C -4.12724 0.00017 0.24668
C 0.53056 0.36638 -1.53555
C 2.75501 -0.59708 1.83786
C 4.07416 3.37420 -1.01847
C -6.04857 -2.35379 0.57756
C 1.71153 -1.00532 1.01413
C 3.98953 2.06765 -0.24337
C -0.78206 -0.29979 -1.94328
C -3.86049 -1.51485 0.23023
C 3.95548 -1.28308 1.84835
C -2.87416 0.75531 0.65426
C 1.88683 -2.12862 0.21651
C 0.47274 0.90264 -0.10003
C 1.69960 1.75193 0.22014
C -1.96851 0.63468 -1.68999
C -0.77679 1.78802 0.05057
C 0.43288 -0.22194 0.96663
C 4.13793 -2.39309 1.04117
C 3.09291 -2.80852 0.23440
H -6.57174 -1.39539 0.66129
H -3.02450 -1.74494 -0.43554
H -0.68120 2.66267 -0.60305
H -0.40962 -0.88029 0.75440
H -2.89766 0.13226 -1.94917
H 2.62198 0.26532 2.47444
H 5.07190 -2.93226 1.04187
H 3.29658 4.05523 -0.68149
H 0.72566 1.20570 -2.20760
H -4.87907 0.22223 1.00553
H 4.06880 2.25906 0.83128
H -4.50734 0.32101 -0.72292
H 1.08622 -2.48516 -0.41327
H -3.60159 -1.84338 1.24764
H 4.75902 -0.95478 2.49034
H -5.75580 -2.68802 1.57969
H -0.87925 2.12938 1.08160
H -0.74735 -0.55871 -3.00246
H 1.35836 -0.33526 -1.63731
H 0.25344 0.24776 1.93535
H 3.94885 3.18974 -2.08271
H 4.76734 1.36816 -0.55584
H 5.04269 3.83573 -0.84992
H -6.71820 -3.08709 0.13212
H -1.86851 1.52473 -2.32462
H -0.92521 -1.22351 -1.38075
```

The LUMO energy comes out at 0.697 eV. The largest force on an atom comes out at 0.5 eV/A. As for the net charge: 0. Its spin multiplicity is 1. The calculation puts the orbital gap at 9.83 eV. As for the HOMO energy: -0.33563 Eh. The SMILES is CCOC(=O)[C@]1(Cc2cccc(Cl)c2)CCCN(C(=O)CCOC)C1. For the relative energy (zero: lowest compared OMol25 entry of this formula, charge and spin), the calculation gives 0.263 eV. As for the calculated total energy: -1555.5429 hartree.

***

3.
# C19H26F24NO3P2S

4 unconnected molecules or ions with the total composition C19H26F24NO3P2S (ωB97M-V with the def2-TZVPD basis set, the OMol25 dataset).

Structure (XYZ):
```
76
Properties=species:S:1:pos:R:3
S -1.18685 1.61726 -2.54249
P -1.84462 -0.23768 -3.57043
P 0.80490 1.81653 -3.38931
F 1.72719 -4.49738 -3.12401
F 0.21173 3.98647 1.97663
F 2.23920 -1.80378 2.12750
F 0.13235 -3.31272 -1.10859
F 3.09247 -2.08907 6.12227
F -3.59912 5.82747 0.21669
F -1.19093 -2.01439 1.46834
F 2.27916 -4.85020 -0.51653
F -3.05949 6.79099 -1.65076
F -1.12878 4.92969 4.10982
F 2.25061 -3.76086 4.22861
F -3.99558 8.45205 0.33958
F 3.19181 -6.84136 -0.49856
F 1.92292 -0.96442 4.65588
F -2.19152 8.01702 1.50229
F -1.48086 -3.20754 -2.57279
F 0.98787 -0.48956 0.89880
F -0.35135 -0.90931 3.14001
F -2.73286 5.67550 2.82503
F 1.23638 -4.04640 6.15448
F 0.65221 -7.93993 -0.37219
F -0.04447 6.16818 2.02100
F 0.93020 -2.49412 -3.48661
F 1.16340 -6.91736 -2.22026
O -0.09432 -3.14079 2.99822
O -0.24153 -5.97490 -0.74624
O -1.44291 6.07468 -0.36443
N -2.23334 0.12037 -5.01428
C -0.37613 -3.93955 -2.19019
C 1.09477 -1.74092 1.43786
C 1.34041 -3.22840 5.06752
C 2.09270 -6.14456 -0.16444
C 1.79924 0.91979 -2.14022
C 1.09122 3.58345 -3.04737
C -0.89260 -5.33192 -1.81343
C 0.60363 -3.81502 -3.36133
C -0.69008 5.01130 1.81649
C -1.73465 4.78162 2.91747
C -1.13269 4.90077 0.35192
C -2.69518 6.63743 -0.35795
C -0.04637 -3.24325 4.41503
C -0.13464 -1.96151 2.33545
C -2.71373 8.04509 0.26440
C 1.85532 -1.89772 5.63003
C 0.88763 -6.73196 -0.92075
C -1.10595 1.37146 -0.74895
C 3.29446 1.13060 -2.42760
H -2.14217 8.73303 -0.36101
H -0.69872 -1.01783 -3.45270
H 0.77852 4.15238 -3.92361
H 1.56565 1.21084 -1.11383
H -1.00527 0.31681 -0.49070
H 3.86733 0.37981 -1.88059
H -2.04742 1.72654 -0.32733
H 3.53066 1.00610 -3.48786
H 1.92195 -6.20555 0.91157
H 3.63422 2.10958 -2.08822
H -0.43041 -4.24173 4.61655
H -0.28965 1.95539 -0.32770
H 1.20026 -1.54115 6.42859
H 1.10959 -2.47868 0.63856
H 0.56367 3.97410 -2.17469
H -0.24765 4.52025 -0.15951
H -1.91846 4.14946 0.24164
H -3.22594 0.05615 -5.21573
H 2.16364 3.72963 -2.89726
H -2.81432 -0.69434 -2.66544
H -0.71680 -2.52983 4.89506
H 0.14382 -4.15102 -4.29331
H -2.14450 3.76968 2.84993
H -1.90207 -5.15652 -1.44187
H -0.97330 -5.96578 -2.69839
H 1.53616 -0.13844 -2.25371
```

The LUMO energy comes out at -3.091 eV. The largest force on an atom comes out at 0.9 eV/A. As for the net charge: +1. Its spin multiplicity is 1. The calculation puts the orbital gap at 10.07 eV. As for the HOMO energy: -0.48381 Eh. As for the calculated total energy: -4497.4747 hartree.